# 1
ORCA calculation (the ωB97M-V functional and the def2-TZVPD basis) on a single C4H9NO molecule.

```
15
Properties=species:S:1:pos:R:3:forces:R:3
C 1.789 0.077 -0.092 -0.0389 -0.0557 0.0837
C 0.606 0.932 0.304 0.0905 -0.0577 -0.1796
N -0.777 0.395 0.109 -0.1218 0.0458 -0.3196
C -0.209 0.704 1.525 -0.0016 0.3874 -0.0022
C -1.163 -1.004 -0.091 -0.0163 -0.0682 0.3819
O -0.829 -1.565 -1.329 -0.0651 0.3150 -0.1112
H 2.695 0.546 0.313 -0.1766 -0.1035 -0.0449
H 1.713 -0.927 0.335 0.0059 0.1390 -0.0550
H 1.902 0.004 -1.181 -0.0602 0.0084 0.2248
H 0.663 1.931 -0.156 -0.0715 -0.2137 0.0958
H -1.388 1.054 -0.365 0.0680 -0.0479 0.1973
H -0.703 1.634 1.832 0.1419 -0.0484 -0.0047
H -2.246 -1.027 0.108 0.2402 -0.1272 -0.0901
H -0.645 -1.547 0.699 -0.0628 -0.0637 -0.2374
H -1.408 -1.206 -2.012 0.0684 -0.1096 0.0612
```
Forces are in eV/Å.

HOMO, eV: -7.4
Energy relative to the best compared isomer or geometry (same formula, charge and spin), kcal/mol: 100.5
Total charge: 0
Spin multiplicity: 1
E_LUMO, eV: 0.46
Gap between HOMO and LUMO, eV: 7.869

Atomic partial charges in e from the natural (NBO) method, atoms 1 to 4: -0.63, -0.08, -0.45, -0.44

---

# 2
ORCA calculation (the ωB97M-V functional and the def2-TZVPD basis) on 9 unconnected molecules or ions with the total composition C5H30N2O9.

```
46
Properties=species:S:1:pos:R:3:forces:R:3
N 2.069 1.611 -1.526 0.3090 0.6235 -0.3368
C 2.219 0.490 -2.406 1.5107 -1.0403 2.3897
N 1.735 -0.850 -1.786 -0.3436 1.5557 -1.5484
C 1.900 -0.972 -0.336 3.1122 -2.7566 -0.8257
C 1.946 -2.516 0.175 2.0171 0.5682 -3.4823
C 2.056 -2.625 1.666 -1.4456 -2.6172 0.1736
C 1.041 -1.865 2.495 -0.8245 0.8992 -9.7636
O 1.378 -0.528 2.512 2.3491 0.4752 2.7802
H 1.162 1.811 -1.153 -0.4060 -0.2220 0.0651
H 2.773 1.726 -0.799 -0.2742 -0.3360 -0.4868
H 3.303 0.483 -2.672 -0.3986 -0.3967 0.5243
H 1.792 0.591 -3.369 -1.1997 0.3650 -0.8420
H 2.200 -1.533 -2.366 0.1405 -0.6572 0.5308
H 1.028 -0.647 0.121 -1.0016 1.7657 0.8006
H 2.962 -0.539 -0.072 -2.3439 -0.3695 0.3518
H 1.215 -3.216 -0.361 0.5091 1.3256 0.9590
H 2.984 -2.821 -0.267 -1.7040 -0.0538 0.7547
H 3.058 -2.519 1.892 2.1136 1.4296 1.0422
H 2.020 -3.706 1.904 -0.6897 0.1237 -0.0720
H 0.037 -1.996 1.879 1.5120 0.0839 1.6920
H 0.978 -2.050 3.406 -0.7641 -2.9977 7.9884
H 0.901 -0.125 1.871 -2.3423 2.3217 -2.9710
O -1.042 1.123 -2.209 -2.3105 -0.3238 -0.8183
H -0.183 0.811 -2.463 0.4451 -0.4775 -0.4510
H -1.745 0.620 -2.765 2.1442 0.8258 1.0918
O -2.230 -1.141 2.439 -1.1459 -0.3378 -0.7733
H -2.190 -0.207 2.584 -0.2065 0.9894 -0.2866
H -1.706 -1.446 3.146 0.9612 -1.0457 1.3489
O -3.580 2.203 1.300 -0.0288 0.5530 -2.3453
H -3.458 2.631 0.394 -0.5959 -1.1649 1.2060
H -2.915 2.745 1.696 0.7854 0.4810 1.2485
O 0.976 3.233 2.095 1.9293 -3.8362 -0.8571
H 1.488 2.285 2.030 -1.7618 3.4363 0.6979
H 0.574 3.204 1.215 -0.1219 0.2768 0.3595
O -1.197 -1.033 -3.456 -4.6087 1.0525 -2.0377
H -1.834 -1.758 -3.571 1.3636 -0.0588 0.4745
H -0.345 -1.142 -3.170 3.1766 -1.7615 1.3546
O -2.628 -1.816 -0.806 1.0421 0.4314 1.3294
H -1.748 -1.363 -0.904 -1.3137 -0.8760 0.2303
H -2.736 -1.900 0.188 0.2751 0.2965 -1.5511
O -0.963 0.391 0.644 -3.1179 1.2789 -2.9827
H -1.835 0.933 0.795 2.1073 -0.9629 0.4691
H -1.217 0.330 -0.369 1.5381 0.1470 2.4228
O -1.504 2.909 -0.473 2.2868 0.6576 -0.9858
H -1.244 2.402 -1.318 -0.9587 0.5034 1.2242
H -0.599 3.269 -0.255 -1.7200 -0.1744 -0.0925
```
Forces are in eV/Å.

HOMO, eV: -9.7
Energy relative to the best compared isomer or geometry (same formula, charge and spin), kcal/mol: 123.0
Total charge: 0
Spin multiplicity: 1
E_LUMO, eV: 0.26
SMILES: NCNCCCCO.O.O.O.O.O.O.O.O
Gap between HOMO and LUMO, eV: 9.916

Atomic partial charges in e from the natural (NBO) method, atoms 1 to 4: -0.86, -0.07, -0.70, -0.23

---

# 3
ORCA calculation (the ωB97M-V functional and the def2-TZVPD basis) on a molecular structure, C10H9N4O6SSeSn.

```
32
Properties=species:S:1:pos:R:3:forces:R:3
Sn -0.502 3.415 1.227 0.1171 -0.2592 -0.1799
N 1.013 -3.732 -3.423 0.0222 -0.0303 -0.0567
C 1.166 -2.576 -2.656 -0.0193 -0.0163 0.0247
C 0.609 -1.370 -3.076 0.0006 0.0462 0.0086
C 0.795 -0.218 -2.330 -0.0171 -0.0175 0.0106
C 1.532 -0.262 -1.158 -0.0308 -0.0424 -0.1248
C 2.101 -1.455 -0.738 0.0482 -0.0018 -0.0047
C 1.925 -2.603 -1.484 0.0039 -0.0012 -0.0033
S 1.713 1.199 -0.192 0.3802 -0.2042 0.2877
O 1.539 2.312 -1.096 -0.0075 0.1466 -0.0393
O 2.960 1.101 0.520 -0.0920 -0.0028 -0.1148
N 0.506 1.245 0.878 -0.4850 0.3707 -0.1039
C -0.614 0.467 0.853 0.2302 -0.0604 0.1497
N -1.750 1.151 1.092 -0.0333 0.0090 -0.0345
C -2.877 0.477 1.241 0.1041 0.0270 -0.0272
C -2.923 -0.896 1.087 -0.0062 -0.0428 0.0070
C -1.714 -1.511 0.790 -0.0111 -0.0052 0.0010
N -0.564 -0.865 0.689 -0.1112 -0.0343 0.0135
H 0.203 -3.738 -4.021 -0.0041 0.0056 0.0102
H 1.114 -4.596 -2.916 -0.0030 0.0125 0.0189
H 0.036 -1.334 -3.995 -0.0036 -0.0087 -0.0066
H 0.371 0.723 -2.653 -0.0023 0.0144 0.0004
H 2.674 -1.476 0.179 0.0035 0.0278 0.0184
H 2.372 -3.535 -1.159 0.0051 -0.0080 0.0031
H -3.760 1.059 1.480 0.0032 0.0105 -0.0079
H -3.839 -1.456 1.197 -0.0066 -0.0154 -0.0029
H -1.668 -2.587 0.645 0.0201 -0.0074 0.0004
O 0.082 4.059 5.426 -0.1271 -0.0258 -0.4376
Se -0.483 4.273 3.933 -0.4151 0.1182 0.0016
O -1.672 5.362 3.725 0.4363 -0.2734 0.3068
O -1.037 2.829 3.181 -0.1268 0.2099 0.3370
O 0.691 4.540 2.753 0.1275 0.0587 -0.0557
```
Forces are in eV/Å.

HOMO, eV: -5.8
Energy relative to the best compared isomer or geometry (same formula, charge and spin), kcal/mol: 7.2
Total charge: -1
Spin multiplicity: 1
E_LUMO, eV: 2.39
Gap between HOMO and LUMO, eV: 8.212

Atomic partial charges in e from the natural (NBO) method, atoms 1 to 4: 1.40, -0.82, 0.26, -0.30

---

# 4
ORCA calculation (the ωB97M-V functional and the def2-TZVPD basis) on 4 unconnected molecules or ions with the total composition C13H23BrClN3OP.

```
43
Properties=species:S:1:pos:R:3:forces:R:3
O 1.386 0.028 -0.775 0.1632 0.0992 0.1200
P 0.321 0.755 -1.830 -0.1068 -0.8190 0.1393
Cl 1.395 2.650 -1.774 0.1070 0.4147 -0.0549
C -1.134 0.879 -0.947 -0.2480 0.5076 -0.1463
Br -1.344 2.181 0.518 0.0839 -0.3249 0.1325
H 1.389 0.478 0.082 -0.0545 -0.0066 -0.0689
H -1.980 1.042 -1.610 -0.0152 0.0366 -0.0026
C 4.012 4.040 -5.692 -0.0022 0.0002 0.0065
C 5.165 3.169 -5.213 -0.0004 -0.0172 0.0181
C 4.958 1.687 -5.547 -0.0041 0.1272 -0.0135
C 3.741 1.159 -4.930 0.0616 -0.1247 0.0876
N 2.806 0.745 -4.410 -0.0187 -0.0668 -0.1534
H 3.081 3.748 -5.204 -0.0023 0.0060 0.0026
H 4.196 5.090 -5.463 -0.0041 0.0001 0.0057
H 3.873 3.949 -6.772 0.0018 -0.0029 -0.0017
H 5.279 3.270 -4.132 -0.0026 0.0060 -0.0002
H 6.105 3.490 -5.668 -0.0005 -0.0003 -0.0090
H 5.801 1.089 -5.197 -0.0024 -0.0023 -0.0080
H 4.882 1.547 -6.628 0.0075 0.0075 0.0038
C -0.620 -3.837 1.759 0.0056 -0.0027 -0.0006
C -1.316 -3.955 0.410 0.0612 0.0111 -0.0986
C -1.760 -2.595 -0.141 0.0281 0.0327 0.1144
C -2.731 -1.968 0.755 -0.0101 0.1951 -0.0538
N -3.492 -1.507 1.481 -0.0381 -0.1122 0.0537
H -1.294 -3.424 2.511 0.0054 0.0031 0.0050
H -0.279 -4.810 2.113 -0.0048 -0.0022 0.0043
H 0.247 -3.177 1.689 -0.0025 0.0038 -0.0060
H -2.183 -4.617 0.490 0.0020 -0.0069 0.0036
H -0.639 -4.403 -0.320 -0.0004 0.0032 -0.0023
H -2.222 -2.684 -1.125 0.0166 -0.0221 -0.0033
H -0.921 -1.902 -0.255 -0.0468 0.0479 -0.0031
C -3.215 1.191 5.494 0.0037 0.0104 -0.0094
C -2.712 0.155 4.499 -0.0053 -0.0300 0.0099
C -3.284 -1.244 4.754 0.0535 0.0361 -0.1279
C -2.926 -1.782 6.066 0.0004 0.0232 0.0626
N -2.646 -2.189 7.104 0.0088 -0.0031 -0.0052
H -2.916 0.942 6.514 -0.0065 -0.0016 0.0024
H -2.817 2.177 5.255 0.0022 0.0011 0.0059
H -4.305 1.258 5.470 -0.0008 -0.0006 -0.0037
H -1.622 0.103 4.526 0.0022 0.0143 0.0023
H -2.984 0.431 3.480 0.0151 -0.0073 -0.0035
H -2.923 -1.928 3.985 -0.0561 -0.0298 0.0104
H -4.373 -1.231 4.679 0.0038 -0.0038 -0.0148
```
Forces are in eV/Å.

HOMO, eV: -3.6
Total charge: -1
Spin multiplicity: 1
E_LUMO, eV: 2.64
Gap between HOMO and LUMO, eV: 6.272

Atomic partial charges in e from the natural (NBO) method, atoms 1 to 4: -1.02, 1.08, -0.50, -1.08

---

# 5
ORCA calculation (the ωB97M-V functional and the def2-TZVPD basis) on a single C26H30N2O5S molecule.

```
64
Properties=species:S:1:pos:R:3:forces:R:3
C -2.240 0.614 4.498 -0.1470 0.0989 -0.0692
O -0.989 0.043 4.836 0.2864 -0.0613 -0.0185
C -0.761 -1.245 4.309 0.2995 -0.1401 -0.1303
C 0.328 -1.230 3.219 -0.3262 0.0647 0.6213
N -0.106 -0.580 2.003 -0.2912 -0.2306 -0.0943
C 0.057 0.729 1.720 0.2370 0.1544 0.4643
O -0.380 1.214 0.690 0.0592 0.3256 -0.2714
C 0.845 1.569 2.713 -0.1649 0.2660 -0.0891
C 2.289 1.193 2.694 0.3971 0.1215 0.3504
C 3.024 0.703 1.660 -0.2358 0.1026 0.1460
C 4.378 0.473 1.999 0.2028 -0.0156 0.1086
C 4.655 0.790 3.287 -0.1591 0.1311 0.2751
S 3.268 1.379 4.119 -0.0547 -0.1859 -0.6321
C -0.851 -1.406 1.052 -0.0083 0.3706 -0.0982
C -2.080 -0.607 0.551 0.0555 -0.6262 0.0458
O -2.856 -0.135 1.357 -0.1792 0.1385 0.2394
N -2.290 -0.627 -0.773 -0.0130 -0.0516 -0.4073
C -3.369 0.115 -1.395 -0.2399 -0.0015 0.1382
C -2.858 1.039 -2.465 -0.1067 -0.1490 -0.1184
C -1.783 1.886 -2.202 -0.0423 0.0434 -0.1146
C -1.303 2.729 -3.179 -0.0052 0.0881 -0.1830
C -1.888 2.756 -4.447 -0.0227 -0.0671 0.0999
O -1.338 3.628 -5.339 0.0925 -0.0669 0.3286
C -1.895 3.713 -6.626 -0.0916 0.0013 -0.1977
C -2.963 1.916 -4.712 0.1005 0.2588 -0.3245
C -3.433 1.065 -3.725 0.0709 -0.0326 0.2770
C 0.058 -1.972 -0.007 -0.0588 -0.2958 0.1168
C 0.237 -3.344 -0.107 -0.0926 0.2981 0.0369
C 1.087 -3.897 -1.050 0.2767 -0.2090 -0.2826
C 1.788 -3.070 -1.921 -0.0926 0.0531 0.0926
O 2.650 -3.497 -2.882 -0.0949 0.3348 0.0868
C 2.873 -4.879 -3.024 0.0306 -0.2389 -0.0198
C 1.612 -1.688 -1.828 0.0755 -0.1579 -0.0809
C 0.762 -1.149 -0.888 0.1397 -0.0653 -0.0578
H -2.415 0.612 3.419 0.0031 -0.0221 0.0750
H -2.212 1.638 4.864 -0.0791 0.0165 0.0275
H -3.056 0.077 4.993 -0.0022 0.0323 -0.0121
H -0.414 -1.884 5.130 -0.0644 -0.0109 -0.1023
H -1.690 -1.662 3.906 -0.0053 -0.0388 0.0094
H 0.607 -2.259 2.976 0.0700 0.0452 0.0145
H 1.211 -0.728 3.613 -0.0059 -0.1403 -0.0265
H 0.431 1.461 3.716 -0.0177 -0.0239 -0.0440
H 0.727 2.612 2.401 -0.0739 -0.1665 0.0147
H 2.615 0.509 0.685 -0.1395 -0.0380 -0.1952
H 5.106 0.088 1.308 0.1579 -0.0692 -0.0875
H 5.588 0.721 3.809 0.2321 -0.0436 0.0520
H -1.282 -2.236 1.625 0.0327 0.1387 -0.1005
H -1.557 -0.961 -1.380 -0.0482 -0.0083 0.1360
H -3.857 0.679 -0.593 -0.0013 -0.1416 -0.1188
H -4.096 -0.589 -1.818 -0.0031 0.1732 0.0529
H -1.329 1.878 -1.223 0.0913 0.0105 0.1184
H -0.471 3.388 -2.986 0.1103 0.0930 0.0357
H -1.311 4.467 -7.152 -0.0715 -0.0610 -0.0065
H -2.943 4.028 -6.592 0.0350 -0.0287 -0.0022
H -1.820 2.761 -7.162 -0.0199 0.0353 0.0258
H -3.441 1.910 -5.679 -0.0047 0.0268 -0.0986
H -4.268 0.415 -3.947 -0.0663 -0.0857 -0.0131
H -0.298 -4.004 0.561 -0.0650 -0.0504 0.0790
H 1.196 -4.969 -1.091 0.0395 -0.0914 -0.0375
H 1.952 -5.410 -3.285 0.0332 0.0205 0.0257
H 3.589 -4.979 -3.838 -0.0545 -0.0454 0.0654
H 3.298 -5.313 -2.113 -0.0312 0.0158 -0.0291
H 2.157 -1.055 -2.511 0.0636 0.0901 -0.0945
H 0.634 -0.079 -0.835 -0.0127 0.1114 -0.0016
```
Forces are in eV/Å.

HOMO, eV: -8.2
Energy relative to the best compared isomer or geometry (same formula, charge and spin), kcal/mol: 24.3
Total charge: 0
Spin multiplicity: 1
E_LUMO, eV: 0.63
SMILES: COCCN(C(=O)Cc1cccs1)[C@@H](C(=O)NCc1ccc(OC)cc1)c1ccc(OC)cc1
Gap between HOMO and LUMO, eV: 8.848

Atomic partial charges in e from the natural (NBO) method, atoms 1 to 4: -0.27, -0.56, -0.07, -0.24

---

# 6
ORCA calculation (the ωB97M-V functional and the def2-TZVPD basis) on a molecular structure, C2H3BrO2.

```
8
Properties=species:S:1:pos:R:3:forces:R:3
C -0.231 -0.263 0.663 1.4381 0.4699 -2.0053
C -0.024 0.409 -0.708 3.1846 -3.5754 2.3553
O -0.113 0.505 1.803 3.8027 1.2025 1.2123
O -1.336 0.132 1.329 -4.5645 -1.2329 -0.8296
Br 1.787 -1.138 -1.524 -2.1079 1.9082 0.7179
H 0.194 -1.267 0.648 -0.6792 -0.0449 0.6360
H 0.462 1.301 -0.805 1.5068 2.2405 0.2951
H -0.739 0.320 -1.406 -2.5805 -0.9679 -2.3817
```
Forces are in eV/Å.

HOMO, eV: -10.5
Energy relative to the best compared isomer or geometry (same formula, charge and spin), kcal/mol: 133.3
Total charge: 0
Spin multiplicity: 1
E_LUMO, eV: -1.62
Gap between HOMO and LUMO, eV: 8.834

Atomic partial charges in e from the natural (NBO) method, atoms 1 to 4: 0.26, -0.13, -0.23, -0.23